Below is 2 unconnected molecules or ions with the total composition C2H11N2O in a non-equilibrium geometry, with properties calculated with wB97M-V/def2-TZVPD.

CARTESIAN COORDINATES (ANGSTROEM)
C (1.32013, 0.71821, -0.53426)
N (0.55893, 1.98875, -0.83303)
C (0.87644, -0.00481, 0.81455)
N (-0.61021, -0.16672, 0.70501)
H (1.18252, 0.02350, -1.36537)
H (2.33258, 0.94329, -0.47483)
H (0.79162, 2.38181, -1.79809)
H (1.07897, 2.68582, -0.31418)
H (1.20647, -1.18222, 0.96835)
H (1.16832, 0.63924, 1.67957)
H (-1.12789, -0.55553, 1.50387)
H (-0.75327, -0.74897, -0.08313)
H (-0.90269, 0.79682, 0.49219)
H (-1.83112, -3.02966, -0.16585)
H (-3.04962, -2.35080, -0.57548)
O (-2.24118, -2.13872, -0.01933)

Computed properties:
Kohn-Sham gap: 11.19 eV
HOMO: -14.4 eV
total charge: +1
maximum force: 3.5 eV/A
energy above the lowest of the compared OMol25 structures with the same formula, charge and spin: 26.4 kcal/mol
molar mass: 79.12 u

Atom charges from the Löwdin analysis, given in e for atoms 1 to 2:
1 C -0.225
2 N -0.011



Below is a gas-phase ion, C6H17N2 (charge +1) in a non-equilibrium geometry, with properties calculated with wB97M-V/def2-TZVPD.

CARTESIAN COORDINATES (ANGSTROEM)
C (2.36456, 1.89107, -0.02884)
C (2.32518, 0.93020, 1.09928)
C (1.61750, -0.42422, 0.91463)
N (0.49336, -0.37372, -0.05129)
C (-0.77728, 0.07742, 0.57732)
C (-1.92668, -0.66957, -0.14275)
C (-2.55338, 0.04637, -1.35651)
N (-1.46629, -2.06578, -0.47978)
H (1.46147, 2.50271, -0.18431)
H (3.22897, 2.59263, -0.03571)
H (2.58320, 1.55732, -1.07947)
H (3.37015, 0.74794, 1.27893)
H (1.85402, 1.39297, 1.99501)
H (1.24893, -0.79348, 1.85716)
H (2.26756, -1.19757, 0.47276)
H (0.72201, 0.21395, -0.84505)
H (-0.78717, -0.18155, 1.65852)
H (-1.02240, 1.10634, 0.44594)
H (-2.73956, -0.79829, 0.59403)
H (-2.93770, 1.01643, -1.06519)
H (-1.77357, 0.27845, -2.06514)
H (-3.37247, -0.57944, -1.69032)
H (-1.90896, -2.85056, 0.00899)
H (-0.42631, -2.10041, -0.47975)
H (-1.84514, -2.31921, -1.39844)

Computed properties:
SMILES: CCCNC[C@@H](C)[NH3+]
Kohn-Sham gap: 10.02 eV
HOMO: -13.2 eV
total charge: +1
maximum force: 3.5 eV/A
energy above the lowest of the compared OMol25 structures with the same formula, charge and spin: 23.9 kcal/mol
molar mass: 117.22 u

Atom charges from the Löwdin analysis, given in e for atoms 1 to 2:
1 C -0.147
2 C -0.242